A 18-piece molecular cluster, C41H114N14O18 overall at a distorted geometry. Source: the Open Molecules 2025 dataset; level of theory: ωB97M-V/def2-TZVPD.

Structure (XYZ):
```
187
Properties=species:S:1:pos:R:3:lowdin_charge:R:1
O -4.631 11.634 -2.261 -0.054
O -4.070 3.704 -12.535 -0.023
O -3.103 9.308 -6.776 -0.057
O -1.472 -1.022 -3.103 -0.006
O -5.669 4.069 7.052 -0.013
O 4.346 -2.600 -6.628 -0.055
O -5.568 -6.646 -2.978 -0.054
O 2.586 0.168 -11.193 -0.055
O -12.729 2.353 -3.465 0.042
O 4.355 6.185 -2.866 -0.054
O -8.011 4.998 0.694 -0.055
O 12.915 1.945 -1.247 0.009
O -6.291 -1.083 -0.585 -0.053
O -12.386 4.597 -10.292 -0.003
O 5.359 -6.922 6.991 -0.010
O -0.004 -10.093 -2.234 0.028
O -6.448 -4.102 -11.032 -0.007
O -5.800 -6.202 3.528 -0.055
N -10.962 3.052 -9.675 0.140
N 12.522 0.671 -1.018 -0.143
N -4.713 5.317 -10.843 0.127
N -12.236 2.638 -11.465 0.166
N -7.134 -2.077 -11.613 0.164
N -11.402 1.033 -2.339 0.162
N -0.469 -11.104 -4.199 0.154
N -2.770 5.397 -11.801 0.131
N 5.450 -6.253 8.226 -0.101
N -5.237 -2.689 -12.365 0.150
N -1.937 0.284 -2.760 -0.122
N -0.496 -8.995 -4.082 0.158
N -13.458 0.522 -2.468 0.161
N -5.468 3.754 8.403 -0.115
C 7.010 -5.478 10.038 -0.150
C 11.051 0.419 -1.059 -0.463
C 6.184 -4.226 10.169 -0.206
C -1.974 3.170 -2.440 -0.197
C -12.561 1.390 -2.757 -0.844
C 7.295 -7.780 8.962 -0.039
C 3.122 -5.490 8.368 -0.040
C 13.135 -1.677 -0.891 -0.174
C -2.285 1.144 -3.907 -0.449
C -6.306 -3.026 -11.658 -0.777
C -1.339 -0.010 -0.431 -0.044
C -1.794 2.270 -1.243 -0.124
C 10.776 -1.066 -0.588 -0.105
C 14.833 0.038 -0.729 -0.050
C -1.114 0.872 -1.646 -0.478
C 4.631 -5.042 8.332 -0.487
C -1.094 1.500 -4.940 -0.004
C -3.893 4.717 -11.784 -0.654
C -4.492 2.295 10.141 -0.111
C -5.731 4.292 10.850 -0.179
C -11.898 3.466 -10.478 -0.752
C -4.882 6.064 9.449 -0.039
C -5.802 4.832 9.416 -0.464
C 10.371 0.670 -2.442 -0.026
C 6.893 -6.275 8.740 -0.424
C -3.441 0.307 -4.591 -0.040
C 4.745 -4.431 9.716 -0.165
C 7.921 -5.676 7.675 -0.023
C 13.882 -0.401 -2.956 -0.024
C 10.480 1.403 -0.059 -0.058
C -7.161 5.341 9.028 -0.050
C -2.933 2.474 -3.427 -0.141
C -0.331 -10.072 -3.412 -0.805
C -4.509 3.508 11.150 -0.190
C -4.474 2.698 8.625 -0.506
C -4.803 1.438 7.815 -0.040
C 0.371 0.964 -1.945 -0.038
C 4.783 -3.974 7.165 -0.017
C 11.735 -2.121 -1.313 -0.139
C 13.506 -0.308 -1.450 -0.495
C -3.012 3.182 8.257 -0.022
H 2.428 -4.849 8.913 0.080
H -2.293 2.388 8.057 0.076
H -3.514 1.817 10.189 0.107
H 2.548 1.106 -11.381 0.027
H 10.808 -0.040 -3.144 0.056
H 15.104 1.092 -0.798 0.075
H -0.893 -9.122 -5.002 0.108
H -1.533 2.210 -5.640 0.076
H -12.955 2.776 -12.160 0.121
H -5.156 6.692 10.297 0.084
H -7.564 5.693 9.977 0.088
H -5.656 -5.293 3.265 0.027
H 14.233 0.586 -3.260 0.076
H 3.876 5.758 -3.576 0.026
H -1.120 2.867 -0.628 0.113
H -8.032 -2.248 -11.183 0.130
H 9.448 1.215 0.240 0.083
H -2.457 5.978 -11.036 0.107
H 10.360 2.392 -0.501 0.077
H 8.855 -6.202 7.478 0.076
H 0.989 1.063 -1.053 0.089
H -2.332 4.163 -2.170 0.112
H 5.878 -6.394 6.381 0.061
H -2.625 2.121 -0.554 0.117
H 6.435 -8.395 9.228 0.079
H 15.736 -0.502 -1.014 0.083
H 2.847 -5.734 7.342 0.078
H -4.264 -0.048 -3.972 0.075
H 0.823 0.069 -2.374 0.083
H -5.667 4.924 11.736 0.119
H -2.616 3.667 9.149 0.058
H -7.913 4.632 8.682 0.085
H 13.285 -1.738 0.187 0.116
H -0.919 -10.968 -5.093 0.106
H 10.697 1.572 -2.961 0.072
H -10.626 1.426 -2.852 0.128
H -5.247 1.547 10.380 0.113
H -4.719 -6.610 -3.419 0.025
H -5.032 6.802 8.661 0.076
H 9.730 -1.350 -0.470 0.109
H -10.759 3.786 -9.012 0.118
H -3.148 3.945 7.491 0.077
H 14.579 -1.185 -3.250 0.089
H -3.877 11.287 -1.784 0.028
H -6.029 -1.979 -0.796 0.030
H -0.198 1.945 -4.508 0.055
H -2.216 -0.631 -0.614 0.089
H -3.809 5.874 9.450 0.078
H -3.568 4.036 11.305 0.110
H -6.642 3.814 11.210 0.124
H -11.705 1.798 -11.284 0.099
H 4.132 -2.098 -7.414 0.027
H -6.969 -1.224 -12.127 0.119
H -13.379 -0.172 -1.739 0.114
H 4.277 -3.451 9.804 0.129
H 13.014 -0.521 -3.604 0.062
H -3.914 2.365 -2.964 0.119
H 9.286 0.643 -2.545 0.087
H 4.036 -3.180 7.135 0.078
H 3.709 6.281 -2.166 0.027
H -0.898 0.553 -5.443 0.072
H 6.171 -3.902 11.209 0.113
H -4.943 -6.618 3.434 0.028
H 11.611 -3.141 -0.947 0.105
H -14.362 0.688 -2.888 0.124
H -0.489 -0.688 -0.350 0.077
H 5.634 -3.317 7.343 0.062
H -2.980 3.192 -4.246 0.110
H 11.535 -2.017 -2.379 0.095
H 11.044 1.582 0.857 0.090
H -0.422 -8.080 -3.661 0.128
H -5.709 1.069 8.295 0.078
H 4.440 -5.168 10.459 0.123
H -10.988 2.131 -9.262 0.111
H 8.027 -5.131 10.221 0.126
H 0.623 1.838 -2.545 0.067
H -7.470 5.582 1.224 0.027
H -0.166 -12.016 -3.891 0.123
H -2.784 10.118 -7.174 0.030
H 7.724 -8.347 8.136 0.073
H 6.601 -6.227 10.717 0.120
H -2.006 5.131 -12.406 0.115
H -4.044 9.446 -6.673 0.027
H 11.003 -1.094 0.478 0.104
H -3.983 0.817 -5.388 0.075
H -8.351 4.355 1.316 0.028
H -7.147 6.097 8.243 0.083
H -5.061 10.860 -2.625 0.026
H 12.806 2.034 -2.197 0.094
H -1.342 0.581 0.485 0.085
H 13.825 -2.483 -1.141 0.118
H -5.694 -7.574 -2.778 0.029
H -4.517 3.088 12.156 0.108
H -5.093 -1.778 -12.776 0.107
H -4.083 0.644 8.015 0.085
H -0.576 -0.820 -3.383 0.070
H 7.602 -5.960 6.672 0.056
H 8.031 -4.595 7.759 0.077
H -5.747 -0.534 -1.150 0.018
H 14.846 -0.129 0.348 0.079
H -4.529 5.929 -10.061 0.100
H 3.190 -6.369 9.010 0.080
H -11.377 0.234 -1.721 0.112
H 4.871 -4.409 6.170 0.072
H -4.917 1.700 6.763 0.081
H 1.874 -0.209 -11.710 0.028
H 7.976 -7.932 9.800 0.076
H -3.001 -0.565 -5.075 0.068
H 4.548 -3.478 -6.952 0.028
H -1.051 3.323 -2.998 0.097
H -4.440 -3.279 -12.174 0.114
H -6.450 3.563 6.816 0.099
H -5.681 5.034 -10.889 0.098
H 6.580 -3.366 9.629 0.105
```

## Properties
E   -102073.87758 eV
M   1091.4 Da
Strongest force on any atom   0.13316 Eh/bohr
Charge   0